(1)
Below is C41H45NO5PV as an isolated structure in a non-equilibrium geometry, with properties calculated with wB97M-V/def2-TZVPD.

Summary:
Multiplicity: 2
Largest force on an atom: 7.51 eV Å⁻¹
Total energy: -89950.065 eV
Charge: -1
⟨S²⟩: 0.8249

Last column: Löwdin charge in e.
Element x y z (Å)
C 0.198 6.605 0.332  -0.2361
C -0.373 5.285 0.873  -0.0385
C 1.645 6.319 -0.138  -0.0322
C 2.009 4.968 0.491  -0.1643
H 2.265 7.118 0.278  0.1168
H 1.714 6.367 -1.229  0.1166
C 0.861 4.576 1.449  -0.2126
H -0.776 4.721 0.021  0.1387
H -1.173 5.462 1.606  0.1353
C 0.840 3.064 1.398  -0.1587
H 1.037 4.956 2.468  0.1562
H 2.950 5.059 1.054  0.1469
C 2.121 3.722 -0.463  -0.4471
C -0.716 7.231 -0.708  -0.4138
C 0.249 7.708 1.391  -0.4395
O 1.186 8.475 1.546  0.0941
O -1.452 6.592 -1.443  0.1204
O -0.650 8.572 -0.719  -0.0253
O -0.843 7.800 2.164  -0.0152
C -0.730 8.918 3.053  -0.0410
H -1.679 8.970 3.578  0.0922
H -0.545 9.829 2.477  0.0988
H 0.099 8.767 3.753  0.1003
C -1.550 9.165 -1.656  -0.0340
H -1.459 8.689 -2.639  0.0988
H -1.267 10.216 -1.693  0.0932
H -2.580 9.052 -1.295  0.1036
O 1.179 2.641 0.071  -0.1035
H -0.127 2.641 1.670  0.1099
H 1.610 2.673 2.090  0.1323
C 3.534 3.157 -0.394  -0.0289
C 1.721 3.994 -1.910  -0.0197
H 2.390 4.748 -2.348  0.0838
H 0.683 4.340 -1.988  0.0920
H 1.840 3.074 -2.495  0.0930
H 3.596 2.242 -0.992  0.0910
H 3.803 2.916 0.643  0.0891
H 4.259 3.883 -0.793  0.0901
V -0.363 -1.483 0.134  0.4977
C 0.921 -1.960 2.121  -0.1850
C 0.911 -0.580 1.730  -0.2045
C -0.455 -0.120 1.830  -0.2487
H 1.770 0.040 1.480  0.0806
C -1.288 -1.242 2.176  -0.1922
C -0.424 -2.355 2.411  -0.1666
H -0.744 -3.320 2.793  0.0906
H 1.814 -2.571 2.232  0.0807
H -0.783 0.908 1.767  0.0648
H -2.364 -1.213 2.348  0.0949
C -0.336 -0.932 -2.179  -0.1912
C -1.484 -1.771 -1.989  -0.1841
C -2.323 -1.174 -0.990  -0.1930
H -1.725 -2.670 -2.549  0.0905
C -1.723 0.070 -0.610  -0.2336
C -0.470 0.204 -1.320  -0.2053
H 0.203 1.059 -1.263  0.0758
H 0.462 -1.087 -2.903  0.0810
H -3.287 -1.551 -0.650  0.0852
H -2.185 0.827 0.019  0.0984
N -0.062 -3.190 -0.219  -0.3030
P -0.228 -4.771 -0.340  0.7662
C -0.062 -5.611 1.240  -0.2980
C 1.127 -5.423 1.971  -0.1020
C 1.252 -5.977 3.246  -0.0899
C 0.209 -6.740 3.785  -0.1072
C -0.950 -6.974 3.038  -0.0992
C -1.091 -6.409 1.767  -0.0786
C -1.843 -5.197 -1.017  -0.2910
C -1.958 -6.034 -2.141  -0.0780
C -3.218 -6.311 -2.675  -0.1006
C -4.366 -5.774 -2.083  -0.1054
C -4.256 -4.947 -0.957  -0.0881
C -3.000 -4.658 -0.421  -0.0915
C 1.028 -5.425 -1.444  -0.2908
C 1.712 -6.623 -1.174  -0.0806
C 2.673 -7.084 -2.079  -0.1005
C 2.939 -6.365 -3.252  -0.1054
C 2.254 -5.171 -3.517  -0.0890
C 1.311 -4.689 -2.610  -0.0673
H 1.950 -4.843 1.544  0.1096
H 2.166 -5.809 3.821  0.0999
H 0.298 -7.157 4.790  0.0922
H -1.752 -7.599 3.433  0.0949
H -1.997 -6.578 1.182  0.0965
H -1.062 -6.461 -2.597  0.0992
H -3.303 -6.953 -3.555  0.0946
H -5.352 -5.996 -2.496  0.0922
H -5.147 -4.522 -0.489  0.1001
H -2.908 -4.022 0.466  0.1145
H 1.498 -7.183 -0.261  0.1013
H 3.213 -8.007 -1.865  0.0941
H 3.682 -6.737 -3.961  0.0927
H 2.456 -4.612 -4.433  0.0987
H 0.792 -3.743 -2.790  0.1008

(2)
Below is C41H46BFeN8P2S2 as an isolated structure in a non-equilibrium geometry, with properties calculated with wB97M-V/def2-TZVPD.

Summary:
Largest force on an atom: 2.25 eV Å⁻¹
Charge: +1
Energy relative to the best compared isomer or geometry (same formula, charge and spin): 158.4 kJ/mol

Last column: Löwdin charge in e.
Element x y z (Å)
Fe 0.303 1.572 -0.392  -0.1073
C -3.557 0.870 2.452  -0.0337
N -2.334 1.196 3.159  -0.1313
C -2.094 0.901 4.479  -0.0622
C -0.883 1.421 4.771  -0.0595
N -0.396 2.056 3.651  0.0140
B 0.885 2.949 3.875  -0.4247
N 1.474 3.576 2.578  -0.0083
C 1.684 4.927 2.440  -0.0397
C 2.412 5.131 1.319  -0.0333
N 2.637 3.887 0.768  -0.1129
C 3.481 3.623 -0.383  -0.0221
C 2.047 2.951 1.548  -0.6755
S 1.989 1.255 1.219  0.7129
C -1.278 1.897 2.668  -0.6553
S -1.270 2.473 1.029  0.7358
H -3.983 -0.030 2.891  0.0846
H -3.332 0.702 1.401  0.0521
H -4.271 1.690 2.521  0.1010
H -2.793 0.340 5.072  0.1267
H -0.325 1.417 5.690  0.1281
H 0.557 3.878 4.570  0.0805
H 1.711 2.248 4.399  0.0803
H 1.306 5.624 3.164  0.1240
H 2.801 6.031 0.876  0.1218
H 3.760 4.577 -0.824  0.0949
H 2.951 3.017 -1.112  0.0428
H 4.380 3.093 -0.074  0.1003
N -1.049 -1.473 0.601  -0.3684
P -0.513 -1.400 2.289  1.0487
C 0.662 -2.803 2.335  -0.3773
C 2.005 -2.497 2.530  -0.1031
C 2.953 -3.511 2.591  -0.0769
C 2.559 -4.833 2.471  -0.0820
C 1.217 -5.148 2.283  -0.0797
C 0.274 -4.138 2.214  -0.0903
C -1.968 -2.226 3.040  -0.3920
C -1.903 -2.387 4.427  -0.1193
C -2.949 -2.964 5.125  -0.0732
C -4.094 -3.376 4.451  -0.0779
C -4.171 -3.222 3.077  -0.0803
C -3.111 -2.657 2.375  -0.1138
P -0.202 -0.638 -0.622  0.9338
C -1.151 -1.150 -2.104  -0.3338
C -2.146 -2.123 -2.039  -0.0900
C -2.833 -2.510 -3.182  -0.0666
C -2.524 -1.940 -4.406  -0.0720
C -1.529 -0.975 -4.484  -0.0704
C -0.852 -0.578 -3.342  -0.1113
C 1.267 -1.744 -0.800  -0.3130
C 2.575 -1.257 -0.880  -0.1790
C 3.639 -2.160 -0.960  -0.0911
C 3.412 -3.524 -1.009  -0.0692
C 2.106 -4.000 -0.975  -0.0611
C 1.044 -3.117 -0.882  -0.0853
H -2.021 -1.171 0.568  0.0197
H 2.304 -1.460 2.644  0.0794
H 3.996 -3.266 2.748  0.1086
H 3.295 -5.625 2.536  0.1069
H 0.909 -6.183 2.204  0.1069
H -0.772 -4.386 2.077  0.1073
H -1.019 -2.055 4.960  0.1103
H -2.876 -3.090 6.198  0.1088
H -4.917 -3.819 4.996  0.1066
H -5.053 -3.552 2.543  0.1064
H -3.189 -2.584 1.297  0.0852
H -2.375 -2.601 -1.095  0.0874
H -3.606 -3.265 -3.113  0.1093
H -3.056 -2.246 -5.298  0.1086
H -1.285 -0.523 -5.437  0.1077
H -0.100 0.197 -3.412  0.0811
H 2.804 -0.320 -0.383  0.0137
H 4.652 -1.777 -0.983  0.1143
H 4.241 -4.218 -1.055  0.1118
H 1.916 -5.065 -1.003  0.1135
H 0.032 -3.499 -0.840  0.1046
C 3.360 -1.154 -3.943  -0.0221
N 3.042 0.233 -3.619  -0.1544
C 3.516 1.264 -4.548  -0.0136
C 2.283 0.630 -2.625  -0.2542
N 1.557 1.307 -2.020  0.1318
H 4.344 -1.438 -3.573  0.0913
H 3.353 -1.245 -5.029  0.0957
H 2.607 -1.826 -3.540  0.0892
H 4.604 1.243 -4.609  0.0978
H 3.194 2.242 -4.202  0.0913
H 3.100 1.080 -5.539  0.0956
C -3.131 4.939 -4.496  -0.0313
C -2.366 4.096 -3.523  -0.2456
C -1.141 4.511 -3.006  -0.0006
C -0.458 3.690 -2.133  -0.1176
N -0.916 2.495 -1.742  -0.1021
C -2.099 2.101 -2.216  -0.1258
C -2.840 2.859 -3.102  0.0065
H -2.913 5.997 -4.360  0.0852
H -4.204 4.787 -4.390  0.0862
H -2.858 4.671 -5.519  0.0946
H -0.723 5.471 -3.275  0.1211
H 0.496 3.998 -1.718  0.1109
H -2.469 1.151 -1.856  0.1078
H -3.793 2.483 -3.450  0.1241

(3)
Below is a 7-piece molecular cluster, C41H46N3O10 overall in a non-equilibrium geometry, with properties calculated with wB97M-V/def2-TZVPD.

Summary:
Largest force on an atom: 10.79 eV Å⁻¹
Charge: +1
Energy relative to the best compared isomer or geometry (same formula, charge and spin): 0.0 kJ/mol

Last column: Löwdin charge in e.
Element x y z (Å)
C 0.233 4.109 -1.393  -0.0518
C -0.780 3.464 -0.576  -0.1909
N -0.448 2.055 -0.554  -0.0436
C -0.968 1.125 -1.512  0.0236
C -0.194 -0.051 -1.326  -0.0747
N 0.601 0.145 -0.330  -0.0658
C 0.485 1.418 0.225  0.0422
C 1.667 -0.803 0.242  0.0130
H 0.277 3.565 -2.354  0.1042
H 1.190 4.073 -0.993  0.0327
H 0.065 5.167 -1.648  0.1075
H -1.744 3.635 -0.923  0.1118
H -0.859 3.804 0.442  0.1094
H -1.887 1.413 -2.281  0.1897
H -0.294 -1.143 -1.868  0.1932
H 1.140 1.942 0.872  0.1381
H 1.399 -1.689 0.892  0.0828
H 2.324 -0.415 1.038  0.0909
H 2.321 -1.206 -0.519  0.0857
N -1.517 -1.359 -4.330  0.0366
C -1.475 -0.178 -4.955  -0.1042
C -2.732 0.542 -5.255  -0.0177
C -3.910 -0.067 -4.831  -0.0748
C -3.837 -1.223 -4.083  -0.0769
C -2.659 -1.891 -3.885  -0.1321
H -0.589 -0.061 -5.445  0.0700
H -2.613 1.443 -5.666  0.0484
H -4.915 0.299 -5.089  0.1189
H -4.703 -1.401 -3.509  0.0921
H -2.590 -2.699 -3.261  0.0609
C -1.794 5.303 2.611  0.0210
C -0.346 5.213 2.923  -0.0145
C 0.263 4.127 3.475  -0.3856
C -0.577 3.045 3.862  0.0036
C -1.984 3.095 3.645  -0.0155
C -2.639 4.245 3.134  -0.3222
O -3.970 4.142 2.878  0.0256
O 1.590 4.026 3.557  0.0573
H -2.357 6.276 2.163  0.1576
H 0.164 6.019 2.622  0.0683
H -0.330 2.148 4.612  0.1634
H -2.567 2.421 3.921  0.0239
H -4.536 4.907 3.085  0.1244
H 1.588 3.175 4.035  0.1123
C -1.287 -5.303 -1.185  0.0279
C -2.321 -6.100 -1.899  0.0172
C -3.584 -5.477 -2.081  -0.4077
C -3.918 -4.362 -1.284  0.0136
C -2.957 -3.642 -0.420  -0.0172
C -1.668 -4.124 -0.426  -0.3105
O -0.734 -3.564 0.416  0.0104
O -4.436 -6.071 -2.939  0.0416
H -0.321 -5.668 -1.336  0.0745
H -1.769 -7.091 -2.029  0.1409
H -5.035 -3.728 -1.341  0.1848
H -3.255 -2.960 0.152  0.0093
H -1.278 -2.976 0.959  0.0594
H -3.711 -6.107 -3.610  0.1254
C -2.881 -0.066 2.118  0.0404
C -4.367 -0.595 2.146  0.0489
C -4.613 -1.918 2.607  -0.3088
C -3.492 -2.639 3.169  0.0335
C -2.132 -2.132 3.126  -0.0447
C -1.885 -0.866 2.681  -0.3552
O -0.558 -0.414 2.819  -0.0392
O -5.906 -2.476 2.577  0.0294
H -2.652 0.899 1.815  0.0594
H -5.221 0.020 1.710  0.1232
H -3.712 -3.672 3.515  0.1285
H -1.303 -2.701 3.411  0.0989
H 0.210 -1.065 3.020  0.1471
H -6.343 -2.119 1.807  0.0897
C 3.651 3.186 1.010  0.0366
C 3.723 4.713 1.222  0.0689
C 3.761 5.597 0.075  -0.3047
C 3.884 5.140 -1.217  -0.0157
C 3.774 3.751 -1.361  -0.0469
C 3.700 2.821 -0.338  -0.3886
O 3.821 1.511 -0.640  0.0035
O 3.498 6.918 0.329  0.0605
H 3.714 2.573 1.823  0.0697
H 3.842 5.041 2.259  0.1048
H 3.843 5.702 -2.059  0.0885
H 3.778 3.595 -2.429  0.1176
H 4.207 1.269 -1.543  0.1596
H 3.498 7.496 -0.388  0.0722
C 6.426 -3.506 0.596  -0.0144
C 6.414 -4.065 -0.796  0.0400
C 5.162 -4.458 -1.295  -0.3535
C 3.985 -4.379 -0.530  -0.0098
C 4.082 -3.817 0.793  -0.0261
C 5.378 -3.549 1.404  -0.3378
O 5.315 -2.904 2.645  -0.0403
O 5.179 -4.677 -2.628  0.0336
H 7.408 -3.207 0.861  0.1020
H 7.342 -3.874 -1.296  0.1043
H 2.928 -4.553 -0.951  0.1341
H 3.175 -3.753 1.465  0.1113
H 4.354 -2.533 2.946  0.1697
H 5.760 -5.252 -3.098  0.1016